# 1
{
  "formula": "CH3O4Si",
  "method": "ωB97M-V/def2-TZVPD",
  "total_charge": -1,
  "largest_force_ha_per_bohr": 0.043,
  "e_tot_ha": -630.50133,
  "smiles": "O=C([O-])[SiH](O)O",
  "homo_lumo_gap_ev": 7.58,
  "relative_energy_ev": 0.8376,
  "homo_ev": -3.919,
  "symbols": ["O", "C", "O", "Si", "O", "O", "H", "H", "H"],
  "xyz": [[0.386, -2.354, 0.148], [-0.567, -1.591, -0.108], [-1.651, -1.898, -0.615], [0.008, 0.234, 0.363], [0.893, 0.936, -0.831], [-0.905, 1.738, 0.793], [0.938, 0.040, 1.407], [1.243, 0.452, -1.592], [-0.344, 2.444, 0.435]],
  "lowdin_charge": [-0.1287, -0.8302, -0.1117, 0.5431, -0.2146, -0.2775, -0.0319, 0.0559, -0.0044]
}


# 2
{
  "formula": "H5NOSSi",
  "method": "ωB97M-V/def2-TZVPD",
  "largest_force_ha_per_bohr": 0.042,
  "e_tot_ha": -820.75487,
  "smiles": "N[Si@@H](O)S",
  "homo_lumo_gap_ev": 9.84,
  "relative_energy_ev": 0.3464,
  "homo_ev": -9.310,
  "symbols": ["N", "Si", "O", "S", "H", "H", "H", "H", "H"],
  "xyz": [[-0.588, 1.328, -0.266], [-0.074, -0.332, -0.235], [1.573, -0.489, -0.354], [-0.200, -1.224, 1.692], [-0.699, 1.615, -1.234], [-0.020, 1.981, 0.354], [-0.954, -1.288, -1.100], [2.426, -0.070, -0.575], [-1.464, -1.521, 1.716]],
  "lowdin_charge": [-0.1294, 0.0427, -0.2684, 0.4601, 0.0092, 0.0671, -0.0098, 0.0723, -0.2437]
}


# 3
{
  "formula": "C54H46F5N2O4P2S3Te2Tl",
  "method": "ωB97M-V/def2-TZVPD",
  "total_charge": -2,
  "largest_force_ha_per_bohr": 0.010,
  "e_tot_ha": -5580.93186,
  "homo_lumo_gap_ev": 6.26,
  "relative_energy_ev": 3.9031,
  "homo_ev": -2.747,
  "symbols": ["Tl", "S", "P", "C", "P", "S", "C", "C", "C", "C", "C", "C", "C", "C", "C", "C", "C", "C", "C", "C", "C", "C", "C", "C", "C", "C", "C", "C", "C", "C", "H", "H", "H", "H", "H", "H", "H", "H", "H", "H", "H", "H", "H", "H", "H", "H", "H", "H", "H", "H", "C", "C", "C", "C", "C", "C", "C", "C", "S", "C", "N", "C", "C", "C", "C", "C", "C", "C", "C", "H", "H", "H", "H", "H", "H", "H", "H", "H", "H", "H", "H", "H", "H", "H", "H", "O", "N", "O", "O", "F", "Te", "F", "F", "F", "F", "O", "Te", "C", "C", "C", "C", "C", "C", "C", "C", "C", "C", "C", "C", "H", "H", "H", "H", "H", "H", "H", "H", "H", "H"],
  "xyz": [[-1.177, -1.275, -0.053], [-2.995, 0.381, -1.819], [-1.121, 1.019, -2.099], [-0.081, 0.351, -0.910], [0.900, 1.299, 0.160], [0.060, 2.202, 1.720], [1.815, 2.510, -0.875], [1.893, 3.851, -0.526], [2.620, 4.736, -1.311], [3.277, 4.287, -2.447], [3.207, 2.945, -2.799], [2.480, 2.061, -2.016], [2.349, 0.318, 0.724], [2.836, -0.736, -0.172], [3.901, -1.516, 0.019], [4.873, -1.420, 1.152], [4.181, 0.141, 2.476], [2.903, 0.674, 1.893], [-0.581, 0.578, -3.781], [-1.303, 0.994, -4.897], [-0.919, 0.590, -6.165], [0.175, -0.254, -6.326], [0.880, -0.693, -5.216], [0.502, -0.275, -3.947], [-1.077, 2.847, -2.091], [-1.625, 3.493, -0.986], [-1.615, 4.876, -0.905], [-1.062, 5.630, -1.931], [-0.502, 4.993, -3.029], [-0.503, 3.607, -3.106], [1.369, 4.185, 0.361], [2.660, 5.785, -1.041], [3.837, 4.981, -3.063], [3.712, 2.583, -3.687], [2.419, 1.017, -2.297], [2.200, -0.976, -1.010], [4.047, -2.314, -0.700], [5.680, -2.142, 1.035], [4.439, 0.676, 3.390], [2.388, 1.437, 2.468], [-2.182, 1.615, -4.767], [-1.490, 0.911, -7.029], [0.459, -0.588, -7.317], [1.701, -1.391, -5.320], [1.017, -0.651, -3.071], [-2.036, 2.902, -0.176], [-2.031, 5.364, -0.032], [-1.054, 6.712, -1.867], [-0.047, 5.573, -3.823], [-0.048, 3.117, -3.956], [-5.507, 3.337, -0.673], [-5.945, 3.565, 0.774], [-7.478, 3.508, 0.817], [-5.477, 4.958, 1.216], [-5.361, 2.518, 1.723], [-5.793, 2.486, 3.063], [-5.340, 1.540, 3.959], [-4.421, 0.597, 3.513], [-3.694, -0.733, 4.350], [-2.809, -1.138, 2.886], [-3.013, -0.341, 1.894], [-3.942, 0.636, 2.200], [-4.418, 1.596, 1.305], [-1.973, -2.351, 2.804], [-1.910, -3.230, 3.888], [-1.209, -4.417, 3.783], [-0.585, -4.742, 2.583], [-0.636, -3.861, 1.512], [-1.308, -2.645, 1.613], [-5.974, 4.086, -1.316], [-5.796, 2.348, -1.033], [-4.428, 3.422, -0.797], [-7.898, 4.241, 0.124], [-7.869, 3.726, 1.813], [-7.833, 2.518, 0.525], [-5.889, 5.725, 0.554], [-4.388, 5.023, 1.182], [-5.797, 5.182, 2.237], [-6.516, 3.216, 3.406], [-5.704, 1.530, 4.979], [-4.046, 1.554, 0.289], [-2.422, -2.993, 4.814], [-1.161, -5.094, 4.628], [-0.051, -5.680, 2.481], [-0.151, -4.117, 0.577], [0.363, -4.236, -2.829], [1.166, -3.528, -2.221], [2.341, -3.394, -2.621], [0.814, -2.927, -1.167], [-1.662, -5.361, -1.967], [-2.354, -3.754, -2.683], [-2.033, -4.583, -4.324], [-3.934, -4.788, -2.514], [-1.210, -2.401, -3.361], [-3.607, -2.664, -3.586], [-2.400, -2.973, -1.060], [2.318, -2.322, 2.944], [2.953, -4.214, 2.254], [2.862, -4.487, 0.892], [3.277, -5.718, 0.397], [3.782, -6.680, 1.261], [3.870, -6.414, 2.622], [3.453, -5.185, 3.118], [4.241, -1.411, 2.598], [5.311, 0.054, 1.403], [6.690, 0.235, 1.941], [7.206, -0.419, 2.984], [6.508, -1.436, 3.771], [5.251, -1.866, 3.613], [2.464, -3.740, 0.215], [3.196, -5.911, -0.665], [4.101, -7.641, 0.875], [4.257, -7.166, 3.300], [3.507, -4.983, 4.181], [5.142, 0.703, 0.545], [7.314, 0.966, 1.437], [8.225, -0.195, 3.279], [7.083, -1.897, 4.568], [4.917, -2.642, 4.292]],
  "lowdin_charge": [0.9028, 0.3393, 0.4062, -0.6742, 0.3993, 0.2456, -0.3142, -0.1055, -0.0996, -0.1091, -0.0853, -0.0778, -0.3453, -0.1138, -0.0634, -0.1977, -0.2240, -0.1235, -0.3422, -0.1053, -0.0933, -0.0956, -0.0684, -0.0971, -0.3181, -0.1383, -0.0886, -0.1039, -0.0975, -0.0833, 0.0634, 0.0955, 0.0900, 0.0989, 0.0913, 0.0652, 0.1051, 0.1453, 0.1436, 0.0440, 0.1050, 0.0921, 0.0916, 0.1062, 0.0812, 0.0621, 0.0962, 0.0918, 0.0964, 0.1005, -0.0577, -0.5545, -0.0588, -0.0458, -0.1650, -0.0511, -0.0912, -0.4720, 1.0874, -0.4990, 0.0954, -0.2704, 0.0473, -0.2459, -0.0751, -0.0934, -0.0888, -0.1301, -0.2023, 0.0850, 0.0895, 0.0624, 0.0781, 0.0668, 0.0909, 0.0803, 0.0799, 0.0749, 0.0989, 0.0996, 0.0302, 0.0758, 0.0955, 0.1064, 0.0880, -0.0708, -0.5536, -0.0333, -0.1335, -0.3981, 1.8024, -0.3639, -0.4135, -0.3755, -0.4120, -0.6376, 1.4441, -0.5137, -0.1280, -0.0623, -0.1021, -0.1113, -0.1559, -0.5611, -0.1908, -0.0524, -0.1092, -0.1028, -0.1162, 0.0651, 0.1096, 0.0929, 0.0903, 0.0819, 0.1437, 0.0986, 0.0865, 0.0891, 0.0689]
}


# 4
{
  "formula": "C46H46CsO2S2Sb3Se4",
  "method": "ωB97M-V/def2-TZVPD",
  "total_charge": -2,
  "largest_force_ha_per_bohr": 0.016,
  "e_tot_ha": -13074.06681,
  "homo_lumo_gap_ev": 4.30,
  "relative_energy_ev": 0.1223,
  "homo_ev": -1.217,
  "symbols": ["Cs", "C", "C", "C", "C", "C", "C", "C", "S", "O", "C", "C", "C", "C", "C", "C", "C", "C", "C", "C", "C", "C", "C", "C", "C", "C", "C", "C", "C", "C", "S", "O", "C", "C", "C", "C", "C", "C", "C", "H", "H", "H", "H", "H", "H", "H", "H", "H", "H", "H", "H", "H", "H", "H", "H", "H", "H", "H", "H", "H", "H", "H", "H", "H", "H", "C", "Sb", "C", "C", "C", "C", "C", "C", "C", "C", "C", "Sb", "C", "C", "H", "H", "H", "H", "H", "H", "H", "H", "H", "H", "H", "H", "H", "H", "H", "H", "H", "H", "H", "H", "Se", "Sb", "Se", "Se", "Se"],
  "xyz": [[0.319, -0.467, 1.431], [8.095, 3.518, -2.003], [6.935, 2.620, -1.671], [6.366, 2.642, -0.404], [5.275, 1.842, -0.094], [4.759, 1.000, -1.064], [5.291, 0.979, -2.343], [6.381, 1.781, -2.635], [3.326, -0.008, -0.644], [2.910, 0.507, 0.704], [4.225, -1.534, -0.329], [5.083, -1.571, 0.791], [5.726, -2.722, 1.117], [5.556, -3.890, 0.327], [6.236, -5.094, 0.630], [6.073, -6.203, -0.148], [5.215, -6.164, -1.268], [4.535, -5.021, -1.573], [4.687, -3.852, -0.784], [3.976, -2.646, -1.088], [3.034, -2.635, -2.247], [3.579, -2.358, -3.542], [4.971, -2.179, -3.751], [5.473, -1.923, -4.996], [4.603, -1.823, -6.105], [3.262, -2.004, -5.934], [2.715, -2.293, -4.659], [1.328, -2.509, -4.478], [0.820, -2.795, -3.249], [1.693, -2.895, -2.138], [0.816, -3.306, -0.603], [1.697, -2.913, 0.556], [0.941, -5.087, -0.765], [1.829, -5.790, 0.027], [1.880, -7.173, -0.082], [1.044, -7.849, -0.964], [1.078, -9.351, -1.058], [0.137, -7.113, -1.722], [0.063, -5.734, -1.622], [8.716, 3.695, -1.125], [7.747, 4.489, -2.361], [8.720, 3.084, -2.784], [6.775, 3.299, 0.355], [4.809, 1.867, 0.883], [4.860, 0.344, -3.106], [6.802, 1.763, -3.634], [5.195, -0.679, 1.396], [6.377, -2.764, 1.983], [6.890, -5.118, 1.494], [6.598, -7.119, 0.095], [5.078, -7.050, -1.873], [3.853, -4.996, -2.413], [5.643, -2.248, -2.904], [6.539, -1.793, -5.133], [5.004, -1.605, -7.087], [2.584, -1.933, -6.776], [0.658, -2.409, -5.324], [-0.255, -2.918, -3.103], [2.465, -5.252, 0.719], [2.583, -7.732, 0.527], [2.066, -9.738, -0.805], [0.824, -9.690, -2.063], [0.359, -9.802, -0.369], [-0.545, -7.628, -2.389], [-0.693, -5.171, -2.165], [1.919, 4.784, -0.126], [0.353, 3.679, 0.863], [1.484, 3.467, 2.694], [-0.703, 5.425, 1.603], [-1.615, 6.061, 0.600], [-1.060, 6.975, -0.295], [-1.818, 7.619, -1.259], [-3.179, 7.350, -1.325], [-3.744, 6.449, -0.443], [-2.994, 5.770, 0.529], [-3.679, 4.785, 1.385], [-4.235, 2.763, 0.336], [-3.003, 3.167, -1.369], [-2.751, 1.707, 1.500], [1.567, 5.151, -1.089], [2.745, 4.091, -0.298], [2.265, 5.619, 0.485], [1.917, 4.422, 2.996], [2.277, 2.737, 2.529], [0.832, 3.101, 3.487], [0.074, 6.127, 1.914], [-1.240, 5.093, 2.492], [0.004, 7.183, -0.225], [-1.356, 8.318, -1.945], [-3.798, 7.839, -2.068], [-4.806, 6.234, -0.504], [-4.665, 5.156, 1.665], [-3.131, 4.532, 2.291], [-3.548, 3.806, -2.063], [-2.762, 2.212, -1.832], [-2.085, 3.670, -1.068], [-2.313, 2.342, 2.271], [-2.008, 1.437, 0.749], [-3.171, 0.791, 1.913], [-2.546, -2.489, 1.242], [-2.727, -1.508, -1.034], [-0.745, -0.097, -1.714], [-2.827, -3.345, -2.691], [-4.719, -0.018, -1.052]],
  "lowdin_charge": [0.6637, -0.0608, -0.2807, -0.0389, -0.0704, -0.3501, -0.0545, -0.0367, 1.0125, -0.6831, -0.2910, -0.0432, -0.0154, -0.1534, -0.0426, -0.0882, -0.0795, -0.0118, -0.1019, -0.1456, -0.1500, -0.1093, -0.0470, -0.0979, -0.0985, -0.0366, -0.1489, -0.0020, -0.1171, -0.2865, 0.9140, -0.6325, -0.3430, -0.0716, -0.0523, -0.2843, -0.0656, -0.0335, -0.0549, 0.0721, 0.0812, 0.0720, 0.1105, 0.1040, 0.1014, 0.1115, 0.1111, 0.1102, 0.1058, 0.0954, 0.1027, 0.1287, 0.1171, 0.0950, 0.0925, 0.1102, 0.1225, -0.0189, 0.1088, 0.1069, 0.0674, 0.0707, 0.0784, 0.1134, 0.0348, -0.3416, 1.3560, -0.3422, -0.3442, -0.2942, -0.0816, -0.1204, -0.1165, -0.0778, -0.3064, -0.3256, 1.1433, -0.3692, -0.4187, -0.0065, -0.0196, -0.0019, -0.0038, -0.0204, -0.0054, 0.0541, 0.0414, 0.0963, 0.0846, 0.0891, 0.1075, 0.0252, 0.0167, -0.0058, -0.0675, -0.0350, -0.0233, -0.0970, -0.0256, -0.3482, -0.3306, -0.2405, -0.2285, -0.2329]
}


# 5
{
  "formula": "C21H24N5V",
  "method": "ωB97M-V/def2-TZVPD",
  "total_charge": 4,
  "largest_force_ha_per_bohr": 0.010,
  "e_tot_ha": -2030.93791,
  "homo_lumo_gap_ev": [6.88, 7.40],
  "multiplicity": 3,
  "homo_ev": [-21.229, -21.230],
  "s_squared": 2.02,
  "symbols": ["V", "C", "C", "C", "C", "N", "C", "C", "C", "C", "C", "C", "N", "C", "C", "C", "C", "C", "N", "H", "H", "H", "H", "H", "H", "H", "H", "H", "H", "H", "C", "C", "N", "C", "C", "N", "C", "C", "H", "H", "H", "H", "H", "H", "H", "H", "H", "H", "H", "H", "H"],
  "xyz": [[0.052, -0.208, 0.373], [4.237, 0.259, 1.183], [4.608, 1.088, 0.129], [3.628, 1.630, -0.705], [2.310, 1.327, -0.469], [1.946, 0.443, 0.519], [2.904, -0.048, 1.343], [1.148, 1.951, -1.144], [1.140, 3.142, -1.834], [-0.092, 3.681, -2.208], [-1.283, 3.078, -1.797], [-1.207, 1.906, -1.082], [-0.010, 1.333, -0.827], [-2.294, 1.265, -0.302], [-3.639, 1.506, -0.435], [-4.518, 0.970, 0.509], [-4.025, 0.206, 1.563], [-2.672, -0.044, 1.617], [-1.813, 0.446, 0.690], [4.970, -0.138, 1.872], [5.652, 1.333, -0.032], [3.899, 2.304, -1.506], [2.582, -0.678, 2.164], [2.059, 3.670, -2.052], [-0.126, 4.615, -2.756], [-2.235, 3.553, -1.994], [-4.009, 2.131, -1.237], [-5.580, 1.171, 0.432], [-4.680, -0.181, 2.331], [-2.250, -0.626, 2.429], [0.274, -4.392, 1.002], [0.334, -2.845, 1.122], [-0.004, -2.195, -0.188], [1.000, -2.638, -1.218], [0.976, -4.181, -1.361], [-0.063, -4.728, -0.422], [-1.417, -4.187, -0.777], [-1.371, -2.645, -0.637], [-0.482, -4.830, 1.650], [1.233, -4.848, 1.240], [1.342, -2.548, 1.411], [-0.375, -2.505, 1.884], [1.988, -2.301, -0.909], [0.754, -2.160, -2.164], [1.934, -4.632, -1.108], [0.712, -4.489, -2.370], [-0.084, -5.749, -0.518], [-2.145, -4.634, -0.104], [-1.654, -4.499, -1.791], [-2.111, -2.316, 0.089], [-1.585, -2.167, -1.590]],
  "lowdin_charge": [1.2170, 0.0312, 0.0717, 0.0698, -0.1610, -0.0329, -0.0614, -0.1492, 0.0818, 0.0841, 0.0822, -0.1500, 0.0076, -0.1592, 0.0701, 0.0709, 0.0307, -0.0671, -0.0384, 0.1477, 0.1550, 0.1481, 0.1311, 0.1486, 0.1562, 0.1491, 0.1487, 0.1548, 0.1476, 0.1353, -0.0077, -0.0968, -0.2637, -0.0724, -0.0116, -0.0649, -0.0148, -0.0773, 0.1595, 0.1599, 0.1232, 0.1394, 0.1350, 0.1473, 0.1585, 0.1595, 0.2190, 0.1580, 0.1600, 0.1219, 0.1479]
}